No. 1
The following is a DFT calculation (the ωB97M-V functional and the def2-TZVPD basis) of a 2-piece molecular cluster, C2H2N4O2S overall at a distorted geometry.

The geometry in ORCA input format:
```
! wB97M-V def2-TZVPD RIJCOSX def2/J DEFGRID3
* xyz 0 1
C 0.69861 1.04719 0.18230
C -2.68984 0.65510 -0.07781
N -0.42885 0.95404 0.58239
N -1.65411 1.26975 0.24919
N 0.71898 -1.44404 -0.34916
N 1.69020 -1.92361 -0.05830
O 3.00151 0.03569 -0.36095
O 2.65183 -2.40226 0.36278
S 2.32190 1.27218 -0.02919
H -2.66889 -0.47875 -0.21479
H -3.64134 1.01471 -0.28647
*
```

Results
Relative energy (zero: lowest compared OMol25 entry of this formula, charge and spin)   282.1 kJ/mol
Kohn-Sham gap   0.310 Eh
DFT total energy   -844.87493 Ha

=====

No. 2
The following is a DFT calculation (the ωB97M-V functional and the def2-TZVPD basis) of C21H26ClNOP2Ti as an isolated structure at a distorted geometry.

The geometry in ORCA input format:
```
! wB97M-V def2-TZVPD RIJCOSX def2/J DEFGRID3
* xyz 1 2
C 2.67793 -1.95461 -2.31982
C 2.03318 -1.14779 -1.37530
C 0.77854 -0.55703 -1.70844
C 0.20035 -0.81585 -2.97061
C 0.84140 -1.68422 -3.85488
C 2.06380 -2.24181 -3.54339
C -1.02283 -0.08840 -3.45368
C -1.34632 1.07992 -2.57029
C -0.69958 1.28145 -1.33488
C -0.88005 2.50979 -0.62106
C -1.76452 3.45512 -1.14011
C -2.44852 3.21462 -2.33264
C -2.22759 2.04605 -3.04880
H 3.65118 -2.38058 -2.05684
H 0.35352 -1.88656 -4.81674
H 2.58194 -2.88815 -4.25845
H -0.71349 0.35445 -4.42579
H -1.93547 4.37700 -0.56755
H -3.14334 3.96608 -2.70693
H -2.72760 1.86618 -4.00060
N 0.08817 0.25016 -0.78528
Ti -0.48055 -0.47599 1.01641
C 2.66387 -0.94389 0.00516
H 2.86624 0.11649 0.25357
H 3.59988 -1.51662 0.09717
C -0.17646 2.77488 0.72449
H 0.92587 2.70806 0.66265
H -0.45206 3.77263 1.10940
P 1.56999 -1.62711 1.31105
P -0.73376 1.61497 2.02750
C -2.47269 2.05320 2.27730
H -2.89766 1.40099 3.05209
H -2.52385 3.10551 2.58900
H -3.04533 1.91140 1.35116
C 0.13009 1.96281 3.55436
H -0.01809 3.02014 3.80650
H -0.27003 1.31504 4.34478
H 1.19818 1.74267 3.43245
C 1.43275 -3.38067 0.87247
H 2.43550 -3.82269 0.91889
H 0.76107 -3.88048 1.58486
H 1.02518 -3.50551 -0.14362
C 2.45835 -1.56547 2.86508
H 1.98316 -2.25826 3.57292
H 3.50209 -1.85089 2.68000
H 2.40983 -0.55000 3.27612
C -1.83755 -1.87402 -0.34311
O -2.31633 -0.80340 -0.00691
H -1.84185 -0.73168 -3.78948
Cl -0.86244 -1.56261 4.03513
C -1.48704 -1.73981 2.40090
H -1.37870 -2.77220 2.02578
H -2.52836 -1.39329 2.32801
*
```

Results
Relative energy (zero: lowest compared OMol25 entry of this formula, charge and spin)   54.0 kJ/mol
<S²>   0.758
Kohn-Sham gap (spin up / spin down)   0.213 / 0.222 Eh
DFT total energy   -2937.92933 Ha